{"formula": "C3H11N2O", "method": "wB97M-V/def2-TZVPD", "symbols": ["C", "C", "O", "N", "H", "H", "H", "H", "H", "C", "N", "H", "H", "H", "H", "H", "H"], "positions_angstrom": [[1.419, 1.916, 1.087], [0.902, 0.583, 0.805], [0.358, 0.258, -0.279], [1.026, -0.429, 1.705], [2.383, 2.105, 0.625], [1.460, 2.219, 2.146], [0.514, -1.241, 1.417], [1.225, -0.324, 2.687], [0.750, 2.644, 0.605], [-2.047, -0.432, -1.741], [-1.224, -1.576, -1.237], [-1.666, -2.061, -0.461], [-0.947, -2.259, -1.940], [-0.275, -1.111, -0.944], [-3.102, -0.319, -1.477], [-1.913, -0.316, -2.823], [-1.618, 0.491, -1.327]], "nbo_charge": [-0.7360, 0.7176, -0.7255, -0.7740, 0.2769, 0.2486, 0.3862, 0.4175, 0.2626, -0.4593, -0.7144, 0.4323, 0.4350, 0.4868, 0.2490, 0.2394, 0.2573], "total_charge": 1, "e_tot_ha": -305.43176, "homo_energy_ha": -0.53175, "homo_lumo_gap_ev": 11.226, "lumo_energy_ev": -3.24, "relative_energy_ev": 0.5708}